(1)
Density functional theory data (wB97M-V/def2-TZVPD) for a molecular structure, C29H36N3O6PRuS at a distorted geometry.

Structure (XYZ):
```
77
Properties=species:S:1:pos:R:3:forces:R:3:lowdin_spin:R:1
Ru 1.644572 0.574284 -0.016337 -0.23 0.79 0.98 0.795
O 0.909020 0.736318 -1.907925 0.57 -0.33 -0.23 0.011
C 0.276635 1.792550 -2.330325 -0.21 0.07 0.00 0.003
C -0.163648 1.758242 -3.672255 0.05 0.03 -0.13 0.001
C -0.848426 2.797172 -4.256456 -0.05 0.06 -0.03 0.001
C -1.128331 3.962290 -3.544517 0.05 -0.07 0.02 0.002
C -0.698847 4.029300 -2.231757 -0.03 -0.02 -0.01 0.001
C -0.036210 2.981471 -1.600556 0.05 -0.15 0.20 0.005
C 0.563345 3.198443 -0.226997 0.03 -0.03 -0.28 0.011
N 1.747863 2.486780 -0.157507 0.22 0.24 0.01 0.094
C 2.992300 3.182398 0.005475 -0.01 0.05 -0.07 0.012
C 4.140398 2.172043 -0.123292 0.20 -0.11 -0.09 0.000
N 3.645534 0.799955 0.041325 0.45 -0.83 0.53 0.008
C 4.417931 -0.100368 0.575122 -0.59 0.62 -0.57 -0.009
C 4.108407 -1.504524 0.781900 0.03 0.44 -0.08 0.006
C 5.161430 -2.297988 1.268856 -0.03 -0.14 0.03 -0.002
C 5.042425 -3.657028 1.435664 -0.07 0.12 -0.02 0.008
C 3.821881 -4.256438 1.091847 -0.05 -0.02 -0.05 -0.002
C 2.768228 -3.513533 0.621896 0.09 0.01 0.09 0.004
C 2.847805 -2.101261 0.476484 -0.10 0.02 -0.18 0.000
O 1.791273 -1.469827 0.080501 0.06 -0.26 0.22 0.036
H 0.065331 0.861069 -4.234438 0.02 0.06 0.02 0.000
H -1.164704 2.704556 -5.288446 -0.02 0.01 -0.05 0.000
H -1.643776 4.792153 -4.005384 -0.05 0.05 -0.02 0.000
H -0.874668 4.935199 -1.659769 -0.01 0.06 0.03 0.000
H 0.726124 4.276536 -0.051310 -0.11 -0.18 -0.12 0.000
H 3.055771 3.721737 0.966087 0.01 -0.15 0.02 0.006
H 3.110009 3.927077 -0.799114 0.01 0.05 0.17 0.003
H 4.928399 2.363294 0.613853 -0.04 0.05 -0.10 0.000
H 4.585597 2.239192 -1.123547 -0.10 -0.01 0.11 0.001
H 5.419173 0.207369 0.892744 -0.06 0.02 -0.11 -0.001
H 6.097561 -1.809004 1.513104 0.05 0.04 -0.01 0.000
H 5.865353 -4.245657 1.815302 0.03 -0.02 0.00 0.001
H 3.707629 -5.328639 1.197060 -0.02 -0.04 0.01 0.000
H 1.824856 -3.972878 0.360310 -0.04 -0.03 0.00 0.000
S 1.609901 1.553174 2.450103 0.18 -0.32 -0.26 0.002
C 0.093968 2.337119 2.154649 -0.29 -0.06 -0.03 0.000
C -0.814665 2.379030 3.233378 0.07 0.12 -0.02 -0.001
C -2.123074 2.746370 3.067874 -0.05 0.08 -0.07 0.000
C -2.594833 3.067737 1.792126 0.20 -0.06 0.12 0.000
C -1.684824 3.092407 0.775471 0.14 0.04 0.06 0.000
N -0.375047 2.820661 0.966016 0.04 0.39 0.00 0.003
H -0.439594 2.030621 4.185384 -0.03 0.01 0.00 0.000
H -2.797041 2.735667 3.915373 -0.01 -0.02 0.02 0.000
H -3.633189 3.263225 1.583096 -0.07 0.00 0.00 0.000
H -1.965560 3.301350 -0.244774 0.02 0.03 0.02 0.000
C -1.516958 -3.261384 -2.496769 -0.11 0.04 -0.10 0.000
C -2.164923 -1.931168 -2.130533 0.01 0.07 -0.24 0.000
C -2.169364 -0.984394 -3.326244 0.00 -0.11 -0.06 0.000
C -3.577407 -2.146158 -1.606112 -0.09 -0.06 -0.05 0.000
O -1.299870 -1.379381 -1.135933 0.12 -0.10 0.41 0.000
P -1.690325 -0.193014 -0.132307 0.02 0.16 -0.20 0.000
O -2.604247 0.790108 -0.758224 -0.07 0.02 0.06 0.000
O -0.381914 0.277391 0.452005 -0.12 -0.29 -0.04 0.001
O -2.519151 -0.903525 1.059464 -0.07 0.14 -0.30 0.000
C -1.977764 -1.713850 2.110471 0.01 -0.10 0.11 0.000
C -3.192926 -2.434853 2.687604 0.08 0.06 0.02 0.000
C -1.353889 -0.809453 3.161185 0.03 -0.04 0.10 0.000
C -0.960227 -2.720855 1.596403 0.04 -0.02 0.06 0.000
H -2.052410 -3.728995 -3.326197 -0.01 -0.01 -0.01 0.000
H -1.528433 -3.941528 -1.646493 -0.01 -0.03 0.09 0.000
H -0.481916 -3.096311 -2.789937 0.06 0.03 -0.02 0.000
H -2.821778 -1.369497 -4.113621 -0.01 -0.02 -0.04 0.000
H -1.156035 -0.884938 -3.718788 -0.06 -0.04 0.04 0.000
H -2.515304 -0.000118 -3.017251 -0.02 0.02 0.02 0.000
H -4.188794 -2.563751 -2.408855 -0.04 -0.03 0.01 0.000
H -4.017666 -1.206522 -1.277521 0.00 0.05 -0.03 0.000
H -3.580622 -2.840767 -0.766831 0.02 -0.05 0.06 0.000
H -3.920406 -1.710202 3.052385 -0.03 0.05 0.02 0.000
H -2.893813 -3.081590 3.513167 0.01 -0.03 0.04 0.000
H -3.671508 -3.042285 1.921337 -0.02 -0.05 -0.08 0.000
H -2.068600 -0.038122 3.450271 -0.04 -0.06 0.01 0.000
H -0.452683 -0.324814 2.784026 -0.06 -0.09 0.00 0.000
H -1.097257 -1.396628 4.044654 0.05 -0.02 0.07 0.000
H -1.414747 -3.387407 0.865060 -0.05 -0.07 -0.08 0.000
H -0.601518 -3.318266 2.437698 0.02 -0.03 0.01 0.000
H -0.109859 -2.227380 1.129586 0.03 0.02 -0.01 0.000
```
Positions in Å, forces in eV/Å.

## Properties
Spin multiplicity ... 2
Frontier orbital gap (spin up / spin down) ... 0.249 / 0.242 Eh
Electronic energy ... -2577.04318 hartree
<S²> ... 0.76
Energy relative to the best compared isomer or geometry (same formula, charge and spin) ... 1.5 kcal per mole
HOMO level (spin up / spin down) ... -4.075 / -3.874 eV
LUMO energy (spin up / spin down) ... 2.71 / 2.71 eV
F_max ... 1.28 eV/A
Total charge ... -1

---

(2)
Density functional theory data (wB97M-V/def2-TZVPD) for a molecular structure, C18H48B2F8FeO18S6 at a distorted geometry.

Structure (XYZ):
```
101
Properties=species:S:1:pos:R:3:forces:R:3:lowdin_spin:R:1
Fe 2.107059 4.378296 0.835976 -0.40 -1.08 0.70 3.476
B -0.713934 1.151363 0.263659 -1.82 -0.13 0.46 0.000
F -1.527683 1.130561 -0.860759 -1.14 -0.17 -0.43 0.123
F 0.504414 1.240061 -0.276694 3.89 0.33 -0.98 0.125
F -0.911534 2.380109 0.929528 -0.07 0.66 0.74 0.060
F -0.846825 0.052194 1.062081 -0.24 0.03 0.32 0.002
B 3.798213 3.081946 4.485120 0.47 -1.39 1.20 -0.001
F 3.919319 2.180359 3.440734 0.80 -0.98 -1.89 0.109
F 3.814143 2.299660 5.652024 -0.27 0.79 -0.09 0.031
F 4.801651 4.016686 4.478846 -0.12 0.52 -0.14 0.000
F 2.528556 3.589048 4.181167 -1.16 1.47 -0.04 0.076
O -4.379144 -7.672304 0.540120 -1.87 1.80 3.91 0.000
S -4.898966 -7.090002 1.843837 0.77 0.55 -0.82 0.000
O -4.240153 -5.900462 2.458822 -1.99 -3.04 -1.79 0.000
O -6.554909 -6.757277 1.787263 1.31 0.70 -0.60 0.000
C -7.436112 -7.682983 1.094008 0.44 -0.86 0.59 0.000
C -8.561496 -8.175683 2.032909 0.25 0.49 -0.58 0.000
C -5.074151 -8.417196 3.096531 -0.05 0.31 -0.92 0.000
H -6.735188 -8.409933 0.683703 -0.55 -0.71 0.07 0.000
H -7.965066 -7.292078 0.224802 0.50 0.87 0.03 0.000
H -8.288270 -8.476595 3.044301 0.30 -0.20 -0.24 0.000
H -9.108943 -8.959595 1.509568 0.11 -0.24 0.16 0.000
H -9.278627 -7.361058 2.133946 0.05 0.11 0.12 0.000
H -5.919901 -8.186921 3.744446 0.47 0.49 0.15 0.000
H -4.117991 -8.538705 3.605538 -0.21 -0.11 -0.06 0.000
H -5.402569 -9.290142 2.532437 0.48 -0.15 -0.03 0.000
O 4.057062 -6.340838 -0.620660 -3.40 0.45 -1.74 0.000
S 2.791688 -6.342723 -1.420912 1.27 -1.93 -1.26 0.000
O 2.877952 -6.408292 -2.911071 -0.38 0.35 3.87 0.000
O 1.910855 -7.705329 -1.002377 1.01 1.17 1.01 0.000
C 1.990776 -8.191897 0.395506 1.14 -0.50 0.48 0.000
C 2.718799 -9.554782 0.484404 -1.27 -0.13 -0.94 0.000
C 1.608902 -5.014682 -0.948982 0.99 -0.18 -0.35 0.000
H 0.999413 -8.241423 0.845906 -0.32 -0.24 -0.73 0.000
H 2.511218 -7.569105 1.123078 0.33 0.89 -0.79 0.000
H 2.811349 -9.886368 1.518610 0.10 0.22 0.02 0.000
H 3.668721 -9.634570 -0.044162 0.08 0.59 0.25 0.000
H 2.074385 -10.274463 -0.020499 -0.02 -0.27 0.04 0.000
H 1.911957 -4.190733 -1.595007 0.13 0.17 0.31 0.000
H 1.745144 -4.799072 0.110756 0.03 0.03 -0.16 0.000
H 0.568184 -5.230446 -1.190757 0.29 -0.59 0.00 0.000
O 1.377686 -3.987611 8.615697 -1.55 0.85 -0.93 0.000
S 0.237670 -3.807219 7.740890 -1.12 -0.79 -1.59 0.000
O -0.306942 -4.994322 7.070580 0.51 1.84 1.26 0.000
O -0.927931 -3.020180 8.600781 1.21 -0.37 0.50 0.000
C -2.094238 -2.403977 8.018639 -0.78 -4.54 -2.15 0.000
C -2.123729 -0.994669 7.984497 1.05 3.56 1.75 0.000
C 0.465781 -2.542078 6.424529 0.21 0.33 0.48 0.000
H -2.990735 -2.839046 8.460349 0.26 -0.07 0.66 0.000
H -2.192481 -2.788891 7.003608 0.23 -0.19 -0.30 0.000
H -2.838771 -0.545395 7.295330 0.12 -0.23 0.02 0.000
H -1.115431 -0.603346 7.849226 -0.08 0.20 -0.67 0.000
H -2.313073 -0.650444 9.001231 -0.47 0.41 0.05 0.000
H -0.348017 -2.442087 5.706304 -0.38 -0.72 0.39 0.000
H 1.348727 -2.697712 5.804629 0.22 -0.20 0.57 0.000
H 0.479622 -1.586325 6.948406 0.58 -0.08 -0.05 0.000
O 0.145323 4.838330 -4.112106 -1.45 0.11 -2.57 0.000
S -0.548232 4.985054 -5.401439 1.33 0.32 -0.76 0.000
O -0.432512 6.243035 -6.177725 -0.57 -2.56 1.86 0.000
O 0.068959 3.769051 -6.405684 -0.09 1.62 2.82 0.000
C -0.383029 3.679816 -7.719566 0.68 -1.13 -2.05 0.000
C 0.588955 2.877570 -8.575977 1.35 -1.13 -0.93 0.000
C -2.321372 4.493387 -5.300102 -0.04 0.14 -1.04 0.000
H -0.336769 4.608212 -8.288818 -1.17 0.51 0.74 0.000
H -1.285690 3.068965 -7.731808 -0.58 0.77 -0.09 0.000
H 1.368097 3.429844 -9.101372 0.11 0.67 0.58 0.000
H 0.135271 2.399804 -9.444305 -0.87 0.09 0.16 0.000
H 1.125911 2.038628 -8.133303 -0.25 0.10 0.70 0.000
H -2.553821 3.429003 -5.266120 0.88 -0.13 0.57 0.000
H -2.709568 4.756218 -6.284139 0.08 0.45 -0.04 0.000
H -2.920438 5.018224 -4.555950 0.63 0.18 0.14 0.000
O -0.776729 8.367974 0.564629 -2.70 2.65 0.16 0.000
S -1.828872 9.426586 0.520897 0.48 -0.69 -1.04 0.000
O -1.652871 10.758400 1.062374 0.24 -1.50 0.04 0.000
O -2.145891 9.610063 -1.046900 0.35 -0.56 -0.09 0.000
C -3.007751 10.611419 -1.595277 -0.23 1.37 -0.94 0.000
C -2.342938 11.323264 -2.721214 1.89 0.87 -1.78 0.000
C -3.500984 8.841124 0.956234 1.17 -0.16 -0.20 0.000
H -3.362859 11.385023 -0.914425 0.08 -0.57 0.66 0.000
H -3.821776 10.237144 -2.216067 -0.64 -1.16 1.32 0.000
H -1.317504 11.667604 -2.587028 0.08 -0.12 0.60 0.000
H -2.848814 12.213281 -3.095474 -0.58 0.04 0.55 0.000
H -2.290750 10.715285 -3.624392 0.04 -0.43 0.11 0.000
H -4.118911 9.712024 0.737596 -0.06 -0.07 0.54 0.000
H -3.495141 8.466377 1.979764 -0.27 0.32 -0.07 0.000
H -3.765687 8.058667 0.245044 0.22 -0.09 0.17 0.000
O 5.888091 2.531536 -1.874441 -0.08 -0.90 -0.43 0.000
S 6.716061 1.410794 -2.255272 3.47 -0.91 -1.12 0.000
O 6.240950 0.227295 -3.002119 0.41 2.63 2.01 0.000
O 8.057148 1.992959 -3.120969 -2.44 -1.11 1.46 0.000
C 7.739081 2.854070 -4.201398 -0.17 0.33 -1.12 0.000
C 7.055580 2.183609 -5.427301 1.09 -1.05 0.74 0.000
C 7.779801 0.913987 -0.817390 -1.75 -0.83 0.27 0.000
H 8.758008 3.162869 -4.434911 -0.30 0.49 -0.50 0.000
H 7.139388 3.692001 -3.845955 0.19 0.16 0.09 0.000
H 7.522179 2.505078 -6.358455 -0.45 0.45 0.01 0.000
H 5.966912 2.133502 -5.447203 0.09 0.64 0.04 0.000
H 7.342581 1.133972 -5.364120 0.08 -0.20 -0.03 0.000
H 8.654309 0.318469 -1.079472 -0.37 0.11 -0.46 0.000
H 7.038728 0.303952 -0.300906 0.17 -0.70 0.02 0.000
H 8.021143 1.605206 -0.009878 -0.01 0.94 -0.91 0.000
```
Positions in Å, forces in eV/Å.

## Properties
Spin multiplicity ... 5
Frontier orbital gap (spin up / spin down) ... 0.187 / 0.094 Eh
Electronic energy ... -6570.23764 hartree
<S²> ... 6.01
Energy relative to the best compared isomer or geometry (same formula, charge and spin) ... 148.2 kcal per mole
HOMO level (spin up / spin down) ... -10.686 / -10.686 eV
LUMO energy (spin up / spin down) ... -5.59 / -8.12 eV
F_max ... 5.09 eV/A